Entry 1:
Formula: C8H21CeFIOP2
Source: the OMol25 dataset
Level of theory: wB97M-V/def2-TZVPD

* net charge: +2
* total energy: -1947.53337 a.u.
* spin multiplicity: 2

Cartesian coordinates (Å):
H 2.337 -3.451 3.020
C -3.124 1.425 -1.681
H -3.926 0.866 1.421
C 3.635 -1.231 1.366
C 1.597 -2.658 2.835
H 3.948 -0.763 0.421
P -2.277 1.883 -0.093
H 2.365 -2.767 -1.008
C 2.063 -3.164 -0.026
H 0.604 -1.489 -4.183
H 1.659 -1.922 3.654
C 1.153 -0.550 -4.054
H -3.957 2.126 -1.827
H 0.943 0.181 -4.839
C -3.588 1.890 1.197
H -3.176 2.314 2.126
H -3.518 0.395 -1.648
C 0.876 1.499 1.104
H 1.116 -3.709 -0.154
I 0.634 0.667 -2.190
H 3.707 -0.491 2.175
H 2.834 -3.866 0.314
H -1.506 4.090 0.542
C -1.919 3.651 -0.377
O 1.546 2.403 1.333
H -4.448 2.497 0.880
H -1.186 3.760 -1.189
Ce -0.522 -0.402 0.409
H -2.848 4.170 -0.649
H 4.297 -2.080 1.586
H -2.432 1.504 -2.537
P 1.913 -1.814 1.217
H 2.245 -0.735 -3.974
H 0.586 -3.098 2.860
F -1.632 -1.130 1.970

Cartesian forces (eV/Å) of the 3 atoms listed first:
H -0.18 0.25 -0.15
C 0.11 -0.19 0.21
H 0.10 0.34 -0.12

---

Entry 2:
Formula: C8H21NSi
Source: the OMol25 dataset
Level of theory: wB97M-V/def2-TZVPD

* relative energy (zero: lowest compared OMol25 entry of this formula, charge and spin): 240.2 kJ/mol
* net charge: 0
* SMILES: CC(C)(C)[SiH](N)C(C)(C)C

Cartesian coordinates (Å):
H 2.815 0.115 -1.002
H -2.944 0.009 -0.047
H 1.843 -1.734 -0.476
C -0.375 -1.265 1.846
H -2.948 1.695 -0.584
C -1.080 0.925 -0.914
H -0.891 -0.528 2.561
H -1.001 -1.136 -1.149
Si 0.567 0.705 0.041
C 1.253 -2.059 0.306
H 0.401 -2.529 -0.244
C -1.171 -0.311 -1.803
H 0.817 1.808 0.883
N 2.083 0.836 -1.128
H -2.121 1.333 0.860
H -0.630 -0.336 -2.675
C 0.896 -0.837 1.131
H -1.657 1.935 -2.756
H 1.932 1.096 -2.115
H -2.201 -0.500 -2.270
C -2.372 1.021 -0.075
C 1.969 -0.596 2.246
H -1.219 3.017 -1.561
H 1.770 -2.948 0.944
H -0.252 -1.986 2.583
H 1.445 -0.317 3.087
H -1.168 -1.671 1.339
H 2.593 -1.549 2.482
H 2.548 0.192 1.944
C -1.034 2.104 -1.996
H -0.125 2.262 -2.387

Cartesian forces (eV/Å) of the 3 atoms listed first:
H -0.85 0.75 -0.43
H 1.09 1.68 0.17
H 2.03 0.09 -1.61

---

Entry 3:
Formula: C8H22AgN5O11
Source: the OMol25 dataset
Level of theory: wB97M-V/def2-TZVPD

* relative energy (zero: lowest compared OMol25 entry of this formula, charge and spin): 203.3 kJ/mol
* net charge: -1
* spin multiplicity: 2

Cartesian coordinates (Å):
O -9.419 -13.526 14.154
H -11.649 -18.996 17.327
H -5.802 -14.358 15.956
N -10.126 -17.576 15.314
C -6.701 -14.707 16.462
H -7.342 -13.265 14.009
H -6.539 -15.686 16.917
C -11.850 -16.305 16.477
H -10.675 -12.463 12.870
O -10.027 -17.781 12.517
N -12.663 -14.796 12.010
N -9.371 -15.088 10.367
H -11.386 -16.488 17.457
O -13.068 -13.658 11.720
O -9.703 -18.921 10.693
H -9.883 -18.534 15.056
O -9.943 -16.017 9.802
Ag -9.889 -15.807 13.777
H -11.615 -19.731 15.793
O -9.154 -19.760 12.620
O -11.901 -14.963 13.017
H -12.191 -13.904 17.280
H -7.490 -16.656 15.112
H -11.312 -13.189 15.934
C -11.577 -17.556 15.642
H -10.376 -13.871 17.233
H -9.832 -11.528 14.109
C -7.900 -14.775 15.510
H -12.091 -17.470 14.681
H -13.086 -18.931 16.331
O -8.849 -14.212 9.663
H -9.574 -17.532 16.179
H -8.797 -14.967 16.099
O -13.022 -15.797 11.361
O -11.351 -15.145 15.825
N -7.703 -15.861 14.502
N -9.627 -18.824 11.930
H -8.919 -12.088 12.727
C -11.298 -14.005 16.659
H -8.121 -12.690 15.517
H -12.927 -16.197 16.642
C -8.123 -13.472 14.744
H -6.980 -14.073 17.310
C -11.996 -18.841 16.297
C -9.733 -12.362 13.402
O -9.307 -15.012 11.598
H -6.764 -15.802 14.098

Cartesian forces (eV/Å) of the 3 atoms listed first:
O 0.72 0.35 -0.11
H 0.11 0.54 0.04
H 0.07 0.04 0.14

---

Entry 4:
Formula: C8H22AlN2O2
Source: the OMol25 dataset
Level of theory: wB97M-V/def2-TZVPD

* relative energy (zero: lowest compared OMol25 entry of this formula, charge and spin): 270.5 kJ/mol
* net charge: +3

Cartesian coordinates (Å):
C -2.364 1.227 -0.606
H 0.622 0.356 -0.250
H 0.059 -3.707 -1.849
C 1.094 -1.279 -2.064
C -0.665 -0.467 3.595
H 2.219 1.822 -3.208
C -1.750 0.733 1.643
H -3.422 1.136 -0.338
H -2.101 1.381 2.470
C 2.203 0.740 -3.094
H -2.001 0.276 -1.021
C 1.097 0.269 -2.173
H 2.170 0.722 -0.532
H -1.128 -3.200 -0.557
H -2.491 -0.060 1.553
H 3.194 0.413 -2.759
H 0.186 -0.365 1.543
N 1.215 0.937 -0.853
Al 0.688 3.376 0.395
O -0.083 -1.655 -1.402
H -0.012 1.917 3.312
C -0.166 -3.020 -1.029
O -1.607 1.584 0.569
C -0.393 0.235 2.252
H -2.267 2.004 -1.359
H 0.291 -0.879 3.934
H 0.124 0.498 -2.622
N 0.455 1.432 2.536
H -1.247 -1.385 3.463
H 1.247 -1.734 -3.057
H 2.093 0.282 -4.078
H 1.330 1.066 2.928
H -1.110 0.210 4.319
H 0.585 -3.232 -0.234
H 1.933 -1.635 -1.429

Cartesian forces (eV/Å) of the 3 atoms listed first:
C -0.21 -0.10 -0.30
H -0.22 0.82 0.35
H -0.15 0.16 -0.14